# 1
# C25H29BCl2N10RuS

A molecular structure, C25H29BCl2N10RuS at a distorted geometry (wB97M-V/def2-TZVPD, the Open Molecules 2025 dataset).

Structure (ORCA input):
```
! wB97M-V def2-TZVPD RIJCOSX def2/J DEFGRID3
* xyz 2 1
Ru -0.11 -0.38 -1.10
C 2.60 -1.91 -2.78
C 2.86 -1.05 -1.59
C 4.07 -0.83 -0.95
C 3.79 0.09 0.05
N 2.50 0.40 0.01
N 1.91 -0.31 -0.98
B 1.60 1.41 0.77
N 0.80 2.25 -0.26
C 0.77 3.58 -0.45
C -0.03 3.86 -1.54
C -0.47 2.62 -2.00
C -1.37 2.36 -3.16
N 0.03 1.66 -1.21
N 0.59 0.58 1.58
C 0.37 0.44 2.89
C -0.66 -0.46 3.06
C -1.04 -0.86 1.78
C -2.16 -1.78 1.45
N -0.27 -0.22 0.89
N 2.44 2.34 1.59
C 3.53 3.01 1.16
C 3.89 3.88 2.16
C 2.93 3.69 3.18
C 2.80 4.39 4.49
N 2.07 2.78 2.82
H 2.97 -2.92 -2.63
H 3.12 -1.50 -3.65
H 1.54 -1.97 -3.02
H 5.02 -1.26 -1.19
H 4.44 0.53 0.79
H 1.31 4.24 0.21
H -0.26 4.82 -1.95
H -1.03 2.92 -4.03
H -2.39 2.69 -2.93
H -1.40 1.31 -3.44
H 0.94 1.00 3.60
H -1.10 -0.79 3.99
H -2.11 -2.67 2.09
H -2.15 -2.10 0.42
H -3.12 -1.29 1.65
H 3.95 2.83 0.18
H 4.72 4.57 2.16
H 3.77 4.70 4.87
H 2.31 3.75 5.22
H 2.19 5.29 4.38
Cl -2.77 1.53 0.68
C -4.01 0.74 -0.18
C -5.31 1.03 0.16
C -6.36 0.42 -0.52
C -6.13 -0.47 -1.56
C -4.84 -0.77 -1.92
Cl -4.60 -1.88 -3.20
C -3.72 -0.18 -1.23
S -2.18 -0.64 -1.75
H -5.51 1.73 0.96
H -7.38 0.66 -0.25
H -6.95 -0.94 -2.09
C 1.59 -5.47 -0.39
N 0.30 -4.87 -0.74
C -0.85 -5.76 -0.94
C 0.17 -3.59 -0.85
N 0.07 -2.44 -0.94
H 1.90 -6.16 -1.17
H 1.50 -6.01 0.55
H 2.34 -4.69 -0.27
H -0.63 -6.45 -1.76
H -1.73 -5.17 -1.19
H -1.04 -6.33 -0.03
*
```

Computed properties:
- E_HOMO (spin up / spin down) (eV) = -13.5 / -13.5
- max |F| (eV/A) = 1.01
- E_tot (eV) = -80423.4540
- frontier orbital gap (spin up / spin down) (hartree) = 0.16576 / 0.16581

# 2
# C25H29BrF6N2O6S

3 unconnected molecules or ions with the total composition C25H29BrF6N2O6S at a distorted geometry (wB97M-V/def2-TZVPD, the Open Molecules 2025 dataset).

Structure (ORCA input):
```
! wB97M-V def2-TZVPD RIJCOSX def2/J DEFGRID3
* xyz 0 1
C -0.04 3.49 -2.83
C 0.52 2.03 -3.15
C 1.73 1.81 -2.14
C -0.60 0.94 -2.88
C -2.01 1.32 -3.48
C -3.02 0.18 -3.11
C -2.63 -1.24 -3.14
C -3.54 -2.33 -2.81
C -4.90 -1.98 -2.42
N -5.91 -2.98 -2.01
C -5.97 -2.86 -0.79
S -5.86 -2.77 0.81
C -5.32 -0.59 -2.40
C -4.39 0.49 -2.76
C -5.16 1.83 -2.66
O -4.66 2.91 -2.79
N -6.50 1.46 -2.34
C -7.56 1.84 -3.32
C -8.56 2.90 -2.67
C -9.75 2.18 -1.90
Br -9.27 4.12 -4.06
C -6.68 0.07 -2.05
O -7.63 -0.52 -1.62
H -0.49 3.50 -1.81
H 0.85 4.18 -2.91
H -0.85 3.74 -3.56
H 0.90 1.96 -4.20
H 1.75 0.77 -1.71
H 1.63 2.55 -1.30
H 2.70 1.98 -2.68
H -0.24 0.01 -3.39
H -0.67 0.75 -1.78
H -2.40 2.24 -2.98
H -1.98 1.49 -4.58
H -1.59 -1.54 -3.41
H -3.27 -3.40 -2.84
H -7.15 2.23 -4.28
H -8.21 0.96 -3.58
H -8.01 3.49 -1.89
H -9.92 1.14 -2.27
H -9.42 2.08 -0.82
H -10.67 2.82 -1.92
C 5.89 -0.40 2.57
C 4.80 0.59 2.91
O 4.90 1.77 2.10
C 4.37 1.67 0.87
O 3.84 0.70 0.43
C 4.50 3.01 0.13
F 5.72 3.55 0.27
F 3.62 3.92 0.60
F 4.27 2.89 -1.18
H 6.87 0.07 2.64
H 5.86 -1.26 3.25
H 5.78 -0.77 1.55
H 4.91 0.92 3.95
H 3.81 0.14 2.83
C 6.55 -6.34 6.46
C 5.66 -5.14 6.24
O 6.36 -3.92 6.55
C 7.16 -3.45 5.58
O 7.33 -3.97 4.52
C 7.80 -2.13 6.02
F 8.27 -2.18 7.28
F 6.92 -1.11 5.98
F 8.83 -1.78 5.25
H 6.96 -6.34 7.47
H 5.99 -7.27 6.31
H 7.40 -6.34 5.77
H 4.81 -5.18 6.92
H 5.26 -5.11 5.23
*
```

Computed properties:
- E_HOMO (eV) = -9.4
- max |F| (eV/A) = 3.61
- E_tot (eV) = -138842.1174
- structure (SMILES) = CC(C)CCc1ccc(N=C=S)c2c1C(=O)N(C[C@H](C)Br)C2=O.CCOC(=O)C(F)(F)F.CCOC(=O)C(F)(F)F
- frontier orbital gap (hartree) = 0.31945

# 3
# C25H29Cl2N4O2RbSi2

A molecular structure, C25H29Cl2N4O2RbSi2 (wB97M-V/def2-TZVPD, the Open Molecules 2025 dataset).

Structure (ORCA input):
```
! wB97M-V def2-TZVPD RIJCOSX def2/J DEFGRID3
* xyz -2 1
Rb 0.17 -0.05 0.55
Cl -1.18 4.22 6.49
C -0.41 3.64 5.03
C -1.14 2.90 4.12
C -0.60 2.39 2.94
N -1.33 1.52 2.12
C -2.64 1.62 2.01
O -3.42 2.53 2.34
C -3.30 0.36 1.43
C -4.52 -0.01 1.99
C -5.13 -1.18 1.57
C -4.52 -1.94 0.59
C -3.32 -1.49 0.07
N -2.71 -0.37 0.48
C 0.77 2.68 2.66
C 1.48 3.45 3.59
C 0.92 3.92 4.76
Cl 1.90 4.87 5.85
N 1.42 2.08 1.57
C 2.42 2.67 0.95
O 2.84 3.85 1.00
C 3.24 1.72 0.07
C 4.62 1.95 0.02
C 5.42 1.08 -0.70
C 4.83 0.01 -1.35
C 3.45 -0.13 -1.26
N 2.67 0.70 -0.57
H -2.19 2.71 4.33
H -4.96 0.64 2.74
H -6.07 -1.49 2.01
H -4.95 -2.87 0.24
H -2.80 -2.07 -0.69
H 2.51 3.69 3.37
H 5.01 2.81 0.53
H 6.49 1.23 -0.74
H 5.41 -0.71 -1.92
H 2.95 -0.96 -1.75
C 0.35 -2.72 -3.12
Si 0.06 -3.93 -1.70
C 1.33 -5.33 -1.87
C -1.57 -4.79 -2.21
C 0.14 -3.11 -0.12
Si 0.00 -3.87 1.49
C 1.22 -5.30 1.74
C -1.67 -4.62 2.00
C 0.34 -2.63 2.90
H 0.16 -3.18 -4.10
H 1.37 -2.33 -3.12
H -0.33 -1.86 -3.02
H 1.40 -5.69 -2.90
H 1.05 -6.18 -1.24
H 2.32 -4.99 -1.55
H -1.47 -5.35 -3.14
H -2.37 -4.04 -2.35
H -1.91 -5.47 -1.43
H -0.40 -2.16 -0.15
H 0.95 -6.16 1.12
H 1.23 -5.62 2.79
H 2.24 -5.00 1.46
H -1.99 -5.38 1.28
H -2.44 -3.84 2.02
H -1.63 -5.08 2.99
H 1.31 -2.15 2.80
H 0.31 -3.13 3.88
H -0.43 -1.85 2.92
*
```

Computed properties:
- E_HOMO (eV) = -1.7
- max |F| (eV/A) = 0.61
- E_tot (eV) = -77910.7516
- frontier orbital gap (hartree) = 0.20757